No. 1
{"formula": "C4H6NO", "method": "ωB97M-V/def2-TZVPD", "total_charge": 1, "orbital_gap_ha": [0.294, 0.294], "species": ["C", "C", "C", "C", "N", "O", "H", "H", "H", "H", "H", "H"], "coordinates": [[-0.862, -1.705, -0.043], [-1.346, -0.602, -0.108], [1.852, -0.069, -0.413], [-1.979, 0.679, -0.235], [2.950, -0.081, 0.206], [0.820, -0.109, -0.883], [-0.460, -2.673, 0.006], [-3.053, 0.559, -0.098], [-1.802, 1.070, -1.237], [-1.606, 1.379, 0.510], [3.083, -0.589, 1.082], [3.769, 0.408, -0.156]], "mulliken_charge": [-0.1060, 0.1431, 0.6654, -1.2581, -0.3010, -0.1029, 0.4062, 0.3100, 0.3239, 0.3186, 0.2996, 0.3012]}

***

No. 2
{"formula": "C25H26BN9O3PdS", "method": "ωB97M-V/def2-TZVPD", "total_charge": 1, "orbital_gap_ha": [0.336, 0.236], "spin_multiplicity": 4, "species": ["Pd", "C", "C", "N", "N", "C", "B", "N", "C", "C", "C", "N", "N", "C", "C", "C", "N", "N", "C", "C", "C", "N", "H", "H", "H", "H", "H", "H", "H", "H", "H", "H", "H", "H", "C", "C", "C", "C", "C", "C", "C", "S", "O", "O", "O", "H", "H", "H", "H", "H", "H", "H", "C", "C", "C", "C", "N", "C", "C", "H", "H", "H", "H", "H", "H", "H"], "coordinates": [[-0.450, -0.090, 0.072], [2.025, -0.735, 3.454], [1.432, -1.223, 2.296], [0.379, -0.467, 1.992], [0.299, 0.541, 2.896], [1.281, 0.379, 3.796], [-0.891, 1.562, 2.822], [-2.168, 0.684, 2.594], [-3.302, 0.472, 3.293], [-4.093, -0.426, 2.616], [-3.360, -0.752, 1.477], [-2.212, -0.088, 1.483], [-0.743, 2.459, 1.542], [-0.543, 3.781, 1.426], [-0.602, 4.129, 0.089], [-0.845, 2.936, -0.580], [-0.961, 1.949, 0.306], [-0.866, 2.473, 4.035], [-1.754, 2.883, 4.984], [-1.128, 3.791, 5.790], [0.171, 3.897, 5.252], [0.333, 3.115, 4.199], [2.881, -1.134, 3.972], [1.705, -2.054, 1.667], [1.392, 1.072, 4.613], [-3.491, 0.949, 4.233], [-5.061, -0.797, 2.909], [-3.606, -1.429, 0.677], [-0.363, 4.386, 2.300], [-0.481, 5.111, -0.337], [-0.933, 2.734, -1.636], [-2.771, 2.549, 5.037], [-1.549, 4.310, 6.636], [0.993, 4.513, 5.588], [6.081, -0.702, -5.276], [4.917, -0.587, -4.327], [3.795, -1.405, -4.467], [2.725, -1.304, -3.598], [2.790, -0.361, -2.574], [3.893, 0.468, -2.405], [4.949, 0.343, -3.289], [1.463, -0.226, -1.480], [0.239, 0.228, -2.187], [1.779, 0.738, -0.414], [1.168, -1.547, -0.862], [5.929, -1.500, -6.000], [7.006, -0.905, -4.734], [6.225, 0.231, -5.824], [3.764, -2.131, -5.270], [1.856, -1.942, -3.707], [3.916, 1.188, -1.596], [5.819, 0.981, -3.172], [-3.726, -4.446, -3.287], [-3.030, -3.412, -2.448], [-3.171, -2.053, -2.701], [-2.510, -1.136, -1.912], [-1.741, -1.525, -0.892], [-1.576, -2.827, -0.634], [-2.210, -3.789, -1.385], [-4.333, -3.989, -4.067], [-4.372, -5.068, -2.665], [-2.997, -5.107, -3.759], [-3.790, -1.701, -3.517], [-2.589, -0.073, -2.090], [-0.927, -3.085, 0.189], [-2.059, -4.835, -1.144]], "mulliken_charge": [-0.5425, -1.3511, -0.2495, -0.1593, 0.5160, 0.0579, 1.2620, -0.2756, 0.1371, -1.4765, -0.2047, 0.7316, 0.8682, -0.0428, -1.2838, -0.2506, -0.3968, 0.1539, -0.0437, -0.8048, -0.3546, -1.0627, 0.4325, 0.5397, 0.5420, 0.3687, 0.4324, 0.4565, 0.4938, 0.4375, 0.5209, 0.3597, 0.4419, 0.4710, -1.3938, 0.9246, -0.9830, -0.6858, -0.3805, -0.1367, -0.7923, 2.5833, -0.6327, -0.6293, -0.6191, 0.3486, 0.3437, 0.3325, 0.2971, 0.4434, 0.4606, 0.3979, -1.5004, 1.1366, -1.0753, -0.4292, 0.7398, -0.3383, -1.0077, 0.3652, 0.3525, 0.3550, 0.3687, 0.4991, 0.4920, 0.4389]}

***

No. 3
{"formula": "H22O11", "method": "ωB97M-V/def2-TZVPD", "orbital_gap_ha": 0.355, "species": ["O", "H", "H", "O", "H", "H", "O", "H", "H", "O", "H", "H", "O", "H", "H", "O", "H", "H", "O", "H", "H", "O", "H", "H", "O", "H", "H", "O", "H", "H", "O", "H", "H"], "coordinates": [[-1.065, -0.218, -3.905], [-0.702, 0.598, -3.560], [-2.011, -0.073, -3.918], [3.230, 0.757, -1.310], [3.106, 1.606, -1.734], [2.343, 0.459, -1.106], [0.002, -3.255, 0.296], [0.610, -3.987, 0.397], [0.272, -2.829, -0.518], [-2.303, 1.676, -1.327], [-3.215, 1.412, -1.447], [-2.319, 2.631, -1.389], [2.941, 0.462, 2.075], [2.477, -0.079, 1.436], [2.421, 0.390, 2.874], [-0.161, 1.270, 3.452], [-0.447, 0.426, 3.103], [-0.361, 1.897, 2.757], [-0.793, 2.621, 1.135], [-1.152, 2.365, 0.285], [0.149, 2.700, 0.984], [1.750, -1.379, -3.196], [1.055, -0.762, -2.967], [1.719, -1.431, -4.152], [0.023, -1.593, 3.187], [-0.759, -1.942, 3.615], [-0.102, -1.794, 2.259], [-1.939, -0.666, 1.150], [-2.332, -1.428, 0.725], [-2.670, -0.233, 1.590], [0.456, 0.155, -0.360], [-0.302, 0.329, -0.918], [0.080, -0.085, 0.487]], "mulliken_charge": [-0.6147, 0.3147, 0.2829, -0.5943, 0.2897, 0.2579, -0.6030, 0.2953, 0.3164, -0.5866, 0.2746, 0.3140, -0.6280, 0.2727, 0.3402, -0.6609, 0.2804, 0.4502, -0.6883, 0.2460, 0.3691, -0.5782, 0.2894, 0.2923, -0.6465, 0.2961, 0.3194, -0.4876, 0.2474, 0.2543, -0.2180, 0.1755, 0.1276]}